1.
Below is a structure of composition C4H8N2S at a distorted geometry, with properties calculated with wB97M-V/def2-TZVPD.

Cartesian coordinates (Å):
C1 -0.15924 -1.33956 -0.76502
C2 1.10469 0.19294 0.61076
C3 -1.27143 0.76543 -0.02384
C4 -0.07918 0.12441 -0.73567
N1 0.27420 -2.15847 -1.66841
N2 -0.50026 -3.23126 -1.29124
S1 -1.21323 -2.44413 0.09580
H1 2.08818 -0.22433 0.26237
H2 0.87691 -0.54573 1.40762
H3 1.04911 1.22447 1.09469
H4 -1.08155 1.64169 0.48720
H5 -1.80756 0.15282 0.62689
H6 -2.02482 1.08002 -0.83756
H7 0.16781 0.72828 -1.65304
H8 -0.33882 -4.22614 -1.36203

Atoms 1-6, force components in eV/Å:
-0.83 0.48 -1.58
-0.38 0.44 -1.37
-1.64 -0.01 -4.26
2.15 0.85 4.60
0.21 -0.49 -0.13
-1.47 -0.35 0.59

As for the relative energy (zero: lowest compared OMol25 entry of this formula, charge and spin): 4.262 eV. For the HOMO energy, the calculation gives -8.5 eV. The value obtained for the HOMO-LUMO gap is 8.93 eV.



2.
Below is a structure of composition C42H79BrCl18F7N5O3PSSi at a distorted geometry, with properties calculated with wB97M-V/def2-TZVPD.

Cartesian coordinates (Å):
C1 -0.94437 -2.63780 -1.90391
C2 -0.52408 -4.17181 -1.56600
N1 -1.14189 -5.08146 -2.44294
C3 0.49427 -4.88714 -0.54607
C4 1.12389 -4.12729 0.75257
C5 2.71971 -4.66043 0.71123
F1 3.46893 -4.41925 2.00366
F2 2.65561 -6.17392 0.67313
C6 3.70932 -4.05858 -0.38484
F3 4.38469 -2.84546 0.21558
F4 3.26518 -3.66893 -1.71350
C7 4.99029 -5.10211 -0.67650
F5 5.76725 -5.44333 0.53010
F6 5.92392 -4.28925 -1.54491
F7 4.59819 -6.26625 -1.52162
N2 1.21374 -2.67001 0.44544
C8 1.66060 -1.77674 1.53012
C9 1.74429 -0.16822 1.26962
C10 1.75728 0.32879 -0.28474
O1 1.19118 1.71932 -0.29647
Si1 0.01713 1.91442 -1.58766
C11 -0.05713 3.82782 -2.02712
C12 -1.79055 1.42206 -1.13462
C13 0.47168 1.02641 -3.24374
C14 0.40231 -1.98653 2.61795
P1 -1.09971 -1.62000 1.47965
S1 -2.61443 -0.77158 2.37154
N3 0.41555 -3.36820 3.29086
C15 -0.87310 -3.36581 4.12731
C16 -0.98412 -2.23103 5.29372
C17 -2.45264 -2.44786 6.06519
N4 -3.13724 -1.16958 6.58819
O2 -3.06529 -3.62263 6.21164
N5 1.49612 -3.55606 4.08684
C18 2.27347 -2.45952 4.68569
C19 1.54083 -4.58569 5.14118
C20 2.60603 -5.86526 4.94012
O3 0.95432 -4.60840 6.35779
C21 0.41295 -4.50278 2.22412
C22 -0.79503 -5.56393 2.25663
C23 -2.28734 -5.31197 1.78681
C24 -3.27261 -6.02707 2.95281
Br1 -2.87267 -6.34362 0.12095
H1 -1.41338 -2.50482 -2.99836
H2 -1.81967 -2.21117 -1.21738
H3 -0.03511 -1.87334 -1.97546
H4 -1.79109 -4.60391 -3.08728
H5 1.36829 -5.23672 -1.29367
H6 0.02501 -5.96476 -0.31380
H7 1.45742 -2.41728 -0.51639
H8 2.70244 -2.05392 1.96266
H9 0.87535 0.45447 1.80359
H10 2.74233 0.26547 1.76306
H11 2.79425 0.26278 -0.82212
H12 0.97674 -0.32169 -0.86192
H13 -0.85072 3.98302 -2.89603
H14 0.99839 4.18005 -2.41392
H15 -0.45327 4.43248 -1.10145
H16 -1.99468 0.25157 -1.19538
H17 -2.56955 1.91024 -1.89586
H18 -2.14148 1.78888 -0.05829
H19 1.54122 0.54999 -3.15016
H20 -0.29266 0.18989 -3.56338
H21 0.53390 1.78341 -4.16142
H22 0.44313 -1.06242 3.30328
H23 -1.38894 -2.85923 0.81230
H24 -0.78841 -0.69949 0.37384
H25 -1.06302 -4.38114 4.72862
H26 -1.86645 -3.27564 3.52513
H27 -1.02453 -1.11290 4.90532
H28 -0.16307 -2.26511 6.12451
H29 -2.31710 -0.51702 6.74444
H30 -3.63850 -0.74065 5.75466
H31 3.18913 -2.03027 4.05243
H32 1.67571 -1.48744 5.02984
H33 2.81127 -2.80309 5.69956
H34 2.25545 -6.61028 4.09653
H35 2.88774 -6.38289 5.95021
H36 3.61433 -5.37910 4.52887
H37 1.25881 -5.27384 2.61541
H38 -0.81914 -6.01800 3.36725
H39 -0.42959 -6.54965 1.67571
H40 -2.72069 -4.22788 1.76155
H41 -4.38189 -5.63070 2.77393
H42 -3.18586 -7.19127 2.85878
H43 -2.95402 -5.64423 4.01690
Cl1 1.22412 7.55382 -1.23289
C25 0.78128 8.29852 -2.78902
C26 -0.65401 7.99032 -3.18539
Cl2 -0.88190 6.27367 -3.60329
H44 1.49183 7.95256 -3.54572
H45 0.90991 9.37867 -2.67053
H46 -0.92765 8.57037 -4.07145
H47 -1.35627 8.24086 -2.38432
Cl3 -0.48760 3.53183 -8.09385
C27 0.61456 2.14106 -7.94134
C28 -0.13511 0.83357 -7.73980
Cl4 -0.93300 0.75475 -6.14901
H48 1.30348 2.34240 -7.11549
H49 1.19692 2.09626 -8.86662
H50 0.56398 -0.00647 -7.78475
H51 -0.89788 0.68319 -8.51003
Cl5 -4.54633 -0.76356 -0.89930
C29 -5.45731 0.48504 -1.78437
C30 -5.67597 0.11148 -3.24204
Cl6 -4.15931 0.13364 -4.17621
H52 -4.91802 1.43209 -1.68724
H53 -6.42227 0.58998 -1.27926
H54 -6.34848 0.83360 -3.71396
H55 -6.12116 -0.88335 -3.34099
Cl7 -0.41232 -1.97907 -5.25172
C31 1.28541 -2.32545 -5.66395
C32 2.16411 -2.44214 -4.42846
Cl8 2.37334 -0.87772 -3.60247
H56 1.63886 -1.53889 -6.33742
H57 1.29053 -3.27145 -6.21382
H58 3.16284 -2.78506 -4.71369
H59 1.75276 -3.15471 -3.70687
Cl9 -5.08813 1.32730 6.13114
C33 -5.53600 1.59255 7.83446
C34 -5.20995 3.00253 8.30116
Cl10 -3.45447 3.28552 8.40918
H60 -5.02561 0.83868 8.44138
H61 -6.61339 1.41663 7.90912
H62 -5.61876 3.16652 9.30236
H63 -5.63496 3.75716 7.63216
Cl11 -3.23641 -9.12594 -2.87486
C35 -1.61789 -8.68829 -3.47574
C36 -0.57875 -9.75035 -3.15265
Cl12 -0.23184 -9.84219 -1.40775
H64 -1.34824 -7.71734 -3.04946
H65 -1.70428 -8.57125 -4.56024
H66 0.36521 -9.51037 -3.65040
H67 -0.89788 -10.74199 -3.48800
Cl13 -2.03193 8.90057 -0.39920
C37 -2.47193 8.19638 1.17647
C38 -1.27425 7.58620 1.88739
Cl14 -0.67864 6.12251 1.06500
H68 -3.26153 7.45750 1.00987
H69 -2.88809 9.00834 1.78047
H70 -1.55651 7.28665 2.90081
H71 -0.44436 8.29580 1.96091
Cl15 4.91264 9.69363 0.35406
C39 5.35473 8.51633 1.61531
C40 4.61258 7.19869 1.45654
Cl16 2.87238 7.36187 1.80085
H72 5.16054 8.97367 2.59014
H73 6.43237 8.34837 1.52722
H74 5.00690 6.46253 2.16293
H75 4.72216 6.79336 0.44591
Cl17 1.43864 11.37414 -3.72662
C41 3.05716 11.81179 -4.32750
C42 4.09630 10.74973 -4.00440
Cl18 4.44321 10.65789 -2.25950
H76 3.32681 12.78274 -3.90122
H77 2.97077 11.92883 -5.41199
H78 5.04026 10.98972 -4.50216
H79 3.77717 9.75809 -4.33976

Atoms 1-6, force components in eV/Å:
-0.18 1.30 -0.40
-3.51 -2.31 -4.57
3.00 3.21 4.22
0.20 -1.61 -1.49
1.16 0.69 -1.42
-0.63 -2.22 3.13

As for the total charge: +1. For the HOMO energy, the calculation gives -10.9 eV. The value obtained for the HOMO-LUMO gap is 7.64 eV.



3.
Below is a structure of composition C50H39BaN5O2P3SSe2 at a distorted geometry, with properties calculated with wB97M-V/def2-TZVPD.

Cartesian coordinates (Å):
Ba1 0.51138 -0.18348 -0.72926
O1 0.93474 -2.01244 -2.16474
C1 0.94192 -2.65984 -1.08430
O2 0.05042 -2.46374 -0.21210
C2 2.13870 -3.49726 -0.75802
C3 2.09481 -4.87806 -0.86902
C4 3.21758 -5.64372 -0.58905
C5 4.38238 -4.99996 -0.18958
C6 4.42111 -3.62140 -0.06781
C7 3.30154 -2.82493 -0.34458
S1 3.38306 -1.08387 -0.12025
H1 1.17021 -5.35399 -1.17671
H2 3.18330 -6.72240 -0.67818
H3 5.27088 -5.57917 0.03614
H4 5.32789 -3.12682 0.25763
Se1 -3.77874 4.95081 3.99052
P1 -1.68281 4.96456 3.70019
C8 -1.07647 6.50883 2.95717
C9 -1.75811 7.69068 3.21958
C10 -1.27808 8.89416 2.72442
C11 -0.11860 8.91941 1.96314
C12 0.55971 7.73855 1.69319
C13 0.08234 6.53444 2.18699
C14 -0.80762 4.91134 5.30025
C15 0.36356 5.63900 5.50352
C16 0.92447 5.71634 6.76799
C17 0.34028 5.04498 7.83222
C18 -0.81055 4.29795 7.63039
C19 -1.39389 4.24771 6.37351
C20 -1.09728 3.70716 2.55851
C21 -0.54304 2.41749 2.54971
N1 -0.52418 2.01598 1.26515
N2 -1.03742 2.99152 0.53553
N3 -1.40643 4.00499 1.27996
P2 0.15739 1.31397 3.78062
Se2 1.11500 -0.38799 3.00073
C22 -1.18654 0.92098 4.93620
C23 -0.94057 0.03958 5.99028
C24 -1.95576 -0.29644 6.86835
C25 -3.23472 0.21912 6.68430
C26 -3.49325 1.05617 5.61216
C27 -2.47302 1.40577 4.73741
C28 1.39125 2.33953 4.63977
C29 2.21812 3.12547 3.83753
C30 3.30988 3.77723 4.38440
C31 3.59950 3.63355 5.73535
C32 2.77783 2.85676 6.53620
C33 1.67074 2.21898 5.99452
H5 -2.67302 7.65466 3.79835
H6 -1.81538 9.81169 2.92806
H7 0.25275 9.85837 1.57180
H8 1.45816 7.75225 1.08933
H9 0.60160 5.61132 1.96147
H10 0.82614 6.17287 4.68379
H11 1.82555 6.29685 6.91760
H12 0.78306 5.10487 8.81902
H13 -1.27426 3.77224 8.45570
H14 -2.32684 3.72253 6.22596
H15 0.03972 -0.40927 6.09610
H16 -1.75545 -0.97546 7.68751
H17 -4.02982 -0.04916 7.36900
H18 -4.48690 1.45524 5.44920
H19 -2.69623 2.06212 3.90643
H20 2.01696 3.20293 2.77509
H21 3.94856 4.37942 3.75060
H22 4.46415 4.12755 6.16089
H23 2.99020 2.75226 7.59295
H24 1.02973 1.62944 6.63544
N4 -2.94805 0.54611 -2.76554
P3 -2.34198 1.53182 -1.47410
C34 -3.03377 3.16647 -1.93632
C35 -2.20644 4.28332 -1.94775
C36 -2.69953 5.52047 -2.33969
C37 -4.02490 5.65208 -2.72318
C38 -4.86005 4.54226 -2.71577
C39 -4.36443 3.30905 -2.32476
C40 -3.51595 0.94348 -0.20402
C41 -4.23161 1.80005 0.63007
C42 -5.01418 1.28389 1.65443
C43 -5.07884 -0.08604 1.86552
C44 -4.35635 -0.94557 1.05055
C45 -3.58034 -0.43310 0.02277
C46 -2.13116 0.04007 -3.75061
C47 -2.66531 -0.78320 -4.75628
C48 -1.82068 -1.27881 -5.72148
C49 -0.46713 -0.95682 -5.68008
C50 -0.03705 -0.14516 -4.65166
N5 -0.83715 0.35924 -3.70945
H25 -3.92050 0.28855 -2.82639
H26 -1.18116 4.18323 -1.61821
H27 -2.04762 6.38493 -2.33244
H28 -4.41147 6.61917 -3.02021
H29 -5.89912 4.64074 -3.00506
H30 -5.02729 2.45079 -2.30591
H31 -4.17377 2.87265 0.49316
H32 -5.55150 1.96631 2.30010
H33 -5.67824 -0.48403 2.67519
H34 -4.38354 -2.01444 1.22055
H35 -3.01156 -1.11501 -0.60156
H36 -3.72144 -1.02127 -4.75449
H37 -2.21050 -1.92039 -6.50208
H38 0.23249 -1.33720 -6.40971
H39 1.01171 0.11661 -4.56518

Atoms 1-6, force components in eV/Å:
-0.36 3.68 1.12
0.14 -1.02 -0.91
0.24 -1.28 -0.16
-0.13 -1.09 0.23
-0.03 -0.05 -0.06
0.02 -0.01 0.01

As for the total charge: -1. As for the relative energy (zero: lowest compared OMol25 entry of this formula, charge and spin): 0.766 eV. For the HOMO energy, the calculation gives -4.0 eV. The value obtained for the HOMO-LUMO gap is 6.15 eV.



4.
Below is the ion C3H5N2OS with charge +1 at a distorted geometry, with properties calculated with wB97M-V/def2-TZVPD.

Cartesian coordinates (Å):
C1 0.28219 -0.74928 0.78755
C2 -0.69834 -0.68552 -1.15784
C3 -0.25403 0.70220 -0.93774
N1 0.33253 0.54112 0.38614
N2 -0.52980 -1.46345 0.00752
O1 -1.78557 -2.62989 -2.12637
S1 -1.55724 -1.29138 -2.54455
H1 0.70307 -1.23800 1.63730
H2 0.47308 0.91047 -1.73696
H3 -1.12601 1.38003 -0.72291
H4 1.02399 1.22901 0.57156
H5 -1.01591 -2.35230 0.00946

Atoms 1-6, force components in eV/Å:
-1.38 0.65 -0.33
-3.22 -0.65 -3.50
-1.19 -0.21 0.61
1.20 -2.15 0.01
0.73 1.93 -1.84
-1.34 -3.86 0.19

As for the total charge: +1. As for the relative energy (zero: lowest compared OMol25 entry of this formula, charge and spin): 1.488 eV. For the HOMO energy (spin up / spin down), the calculation gives -12.9 / -12.9 eV. The value obtained for the HOMO-LUMO gap (spin up / spin down) is 7.49 / 7.49 eV.



5.
Below is a structure of composition C16H36BCs2O8S4 at a distorted geometry, with properties calculated with wB97M-V/def2-TZVPD.

Cartesian coordinates (Å):
Cs1 -4.53264 -0.91486 2.22117
Cs2 -3.68342 -2.28070 -1.95336
B1 -1.85293 -0.63464 0.01168
H1 -2.48665 -1.50241 0.10981
H2 -0.83777 -1.00026 0.00786
H3 -2.12217 -0.11381 -0.89412
H4 -1.92656 -0.02314 0.89761
C1 -1.20549 3.72962 -0.70425
C2 -2.27004 3.00676 0.12233
C3 -3.19651 4.07440 0.75428
S1 -2.14542 5.60035 1.11942
O1 -1.71716 5.51617 2.54813
O2 -2.68481 6.82065 0.50739
C4 -0.77517 4.88218 0.08586
H5 -1.61327 4.01722 -1.67332
H6 -0.40916 2.99380 -0.81620
H7 -1.75163 2.56160 0.97156
H8 -2.85407 2.24860 -0.39940
H9 -3.77138 3.77409 1.63032
H10 -3.82922 4.34361 -0.09148
H11 -0.10108 4.54088 0.87149
H12 -0.37130 5.69474 -0.51808
C5 0.95734 0.89816 -3.62345
C6 2.05531 -0.00655 -4.04269
C7 1.61430 -1.40460 -4.45177
S2 0.55478 -1.84630 -2.90097
O3 1.42233 -2.39707 -1.86740
O4 -0.55586 -2.59034 -3.31870
C8 0.12911 0.04315 -2.60686
H13 0.30402 1.24534 -4.42391
H14 1.23113 1.86862 -3.20952
H15 2.77123 -0.04231 -3.22154
H16 2.63530 0.43976 -4.85047
H17 2.31579 -2.22155 -4.62092
H18 0.86188 -1.25117 -5.22535
H19 0.13817 0.27769 -1.54243
H20 -0.89896 0.15710 -2.95063
C9 -0.98618 -4.31748 3.62673
C10 0.30243 -3.80578 2.91934
C11 0.03594 -3.50440 1.45762
S3 -0.87985 -5.05063 0.98531
O5 0.16657 -6.06598 0.77006
O6 -1.94638 -4.80574 0.03805
C12 -1.57478 -5.37540 2.71490
H21 -1.68162 -3.50391 3.83304
H22 -0.71545 -4.75860 4.58601
H23 1.15914 -4.46497 3.05944
H24 0.62606 -2.85644 3.34608
H25 0.88363 -3.36697 0.78632
H26 -0.69219 -2.74594 1.17010
H27 -1.43598 -6.42064 2.99112
H28 -2.65712 -5.28271 2.62519
C13 2.28388 0.19318 1.82711
C14 2.69350 -0.17998 0.41071
C15 3.49585 1.01488 -0.19175
S4 3.05818 2.51081 0.71879
O7 2.30210 3.45326 -0.12273
O8 4.20143 2.93897 1.56113
C16 1.88295 1.61230 1.77741
H29 3.21101 0.05921 2.38441
H30 1.37819 -0.31316 2.16094
H31 1.77083 -0.22298 -0.16802
H32 3.18680 -1.14836 0.32706
H33 3.28107 1.20514 -1.24330
H34 4.56912 0.83207 -0.13901
H35 0.99712 1.68900 1.14692
H36 1.68566 2.17628 2.68906

Atoms 1-6, force components in eV/Å:
0.06 0.07 -0.02
0.05 -0.45 -0.43
0.12 0.09 0.25
-2.37 -3.28 0.86
3.96 -1.35 -0.41
-1.03 2.17 -3.42

Its expectation value of S² is 0.75. As for the relative energy (zero: lowest compared OMol25 entry of this formula, charge and spin): 0.000 eV. As for the spin multiplicity: 2. For the HOMO energy (spin up / spin down), the calculation gives -3.6 / -9.9 eV. The value obtained for the HOMO-LUMO gap (spin up / spin down) is 3.09 / 9.41 eV.



6.
Below is the molecule C4H7NO2, with properties calculated with wB97M-V/def2-TZVPD.

Cartesian coordinates (Å):
C1 -0.92947 -1.43142 0.00998
N1 0.14915 -0.64062 0.61580
C2 1.15713 -0.43313 -0.46301
C3 0.72144 1.00911 -0.52941
O1 1.28714 2.03485 -0.79142
C4 -0.38931 0.81552 0.50784
O2 -0.28133 1.86820 1.41019
H1 -1.79760 -1.47449 0.66993
H2 -1.24406 -0.96135 -0.94001
H3 -0.60222 -2.44430 -0.23225
H4 0.97638 -1.01480 -1.37720
H5 2.20167 -0.55319 -0.15747
H6 -1.45384 0.66830 0.35844
H7 0.20491 2.55732 0.91859

Atoms 1-6, force components in eV/Å:
-0.18 -0.13 0.03
-0.17 0.32 0.23
0.14 0.12 -0.10
0.29 0.49 -0.34
-0.24 -0.24 -0.18
-0.14 -0.24 -0.30

The SMILES is CN1CC(=O)[C@@H]1O. As for the relative energy (zero: lowest compared OMol25 entry of this formula, charge and spin): 2.942 eV. For the HOMO energy, the calculation gives -9.8 eV. The value obtained for the HOMO-LUMO gap is 10.41 eV.



Q: Which total energy values were calculated for the entries above? A: -664.7762, -14731.9619, -8603.8954, -699.9205, -2890.7888, -361.7727, in a.u..